DFT (ωB97M-V/def2-TZVPD) results for a single C20H23NO5S molecule.

The calculation puts the energy relative to the best compared isomer or geometry (same formula, charge and spin) at 54.9 kcal/mol. The calculation puts the HOMO energy at -0.3114 hartree. As for the total energy: -43674.9607 eV.

Geometry as ORCA input:
```
! wB97M-V def2-TZVPD RIJCOSX def2/J DEFGRID3
* xyz 0 1
C 5.446 3.699 2.718
C 3.985 3.661 2.297
O 3.849 2.652 1.313
C 2.623 2.391 0.802
C 2.560 1.349 -0.129
C 1.359 0.992 -0.699
C 0.186 1.664 -0.364
C -1.131 1.194 -0.931
N -1.515 -0.073 -0.324
C -1.288 -1.294 -0.896
O -1.277 -2.319 -0.230
C -1.127 -1.344 -2.361
C -0.521 -2.395 -2.931
C -0.350 -2.574 -4.340
C 0.245 -3.602 -5.037
C 0.132 -3.274 -6.403
C -0.517 -2.076 -6.446
O -0.811 -1.645 -5.214
C -1.731 -0.004 1.114
C -2.973 -0.785 1.575
C -3.079 -0.592 3.075
S -1.340 -0.365 3.610
O -0.925 -1.408 4.505
O -1.174 0.992 4.066
C -0.581 -0.515 1.967
C 0.253 2.703 0.549
C 1.455 3.072 1.130
H 6.074 3.920 1.859
H 5.592 4.465 3.474
H 5.740 2.736 3.123
H 3.684 4.633 1.883
H 3.347 3.431 3.161
H 3.473 0.833 -0.380
H 1.322 0.176 -1.406
H -1.917 1.928 -0.728
H -1.041 1.071 -2.008
H -1.557 -0.569 -2.977
H -0.117 -3.175 -2.300
H 0.698 -4.476 -4.616
H 0.483 -3.846 -7.238
H -0.814 -1.454 -7.268
H -1.879 1.052 1.365
H -2.830 -1.838 1.331
H -3.862 -0.426 1.055
H -3.493 -1.447 3.598
H -3.608 0.315 3.352
H 0.309 0.103 1.922
H -0.358 -1.558 1.765
H -0.643 3.242 0.821
H 1.463 3.882 1.842
*
```